Below is a 2-piece molecular cluster, C6H12N2O overall at a distorted geometry, with properties calculated with ωB97M-V with the def2-TZVPD basis set.

Values from the calculation:
- 2S+1 = 1
- gap between HOMO and LUMO (eV) = 7.774
- energy relative to the best compared isomer or geometry (same formula, charge and spin) (kcal per mole) = 53.66
- SMILES string = [H]/N=C(/C)C(C)=O.C=CN

XYZ file:
```
21
Properties=species:S:1:pos:R:3:forces:R:3:nbo_charge:R:1
H -2.879 -0.226 -0.735 0.330 -0.119 -0.105 0.337
N -2.562 0.699 -0.454 -0.466 -0.107 0.282 -0.564
C -1.547 0.709 0.300 0.818 0.599 -0.624 0.206
C -1.022 2.005 0.826 0.009 0.005 0.126 -0.673
C -0.730 -0.515 0.684 -1.129 -0.816 3.055 0.523
C -1.201 -1.854 0.165 0.675 0.060 -0.446 -0.724
O -0.018 -0.462 1.709 -1.238 -0.001 -1.801 -0.576
H 0.013 2.150 0.521 0.084 -0.010 0.013 0.238
H -1.033 1.983 1.916 0.024 0.078 0.018 0.238
H -1.630 2.824 0.455 -0.050 -0.009 0.016 0.237
H -1.257 -1.849 -0.922 -0.064 -0.121 -0.046 0.233
H -0.518 -2.633 0.495 0.044 0.044 -0.025 0.248
H -2.190 -2.080 0.565 -0.049 0.171 0.061 0.247
C 2.283 -0.101 -1.902 0.550 0.560 -0.303 -0.535
C 1.755 0.063 -0.699 -2.808 -1.326 0.050 0.057
N 2.288 0.095 0.544 -0.929 -0.283 2.100 -0.836
H 1.678 -0.093 -2.790 -0.203 -0.160 -0.051 0.208
H 3.356 -0.079 -2.042 0.080 -0.030 -0.006 0.196
H 0.593 -0.058 -0.592 1.957 0.783 -0.888 0.142
H 3.119 -0.469 0.664 -0.032 0.185 0.129 0.381
H 1.503 -0.111 1.289 2.395 0.496 -1.556 0.417
```
Forces are in eV/Å.


Below is a 2-piece molecular cluster, C6H12N2O overall at a distorted geometry, with properties calculated with ωB97M-V with the def2-TZVPD basis set.

Values from the calculation:
- 2S+1 = 1
- gap between HOMO and LUMO (eV) = 10.248
- energy relative to the best compared isomer or geometry (same formula, charge and spin) (kcal per mole) = 102.01
- SMILES string = C1=CCCCC1.[H]/N=N\O

XYZ file:
```
21
Properties=species:S:1:pos:R:3:forces:R:3:nbo_charge:R:1
C -1.148 0.288 -0.620 0.554 -2.802 0.938 -0.229
C -0.572 0.879 0.393 -0.795 3.406 0.853 -0.174
C 0.137 0.311 1.544 2.065 -1.751 0.016 -0.452
C 0.260 -1.230 1.455 -2.134 1.696 -0.007 -0.411
C 0.286 -1.610 0.057 0.161 -0.138 -3.774 -0.362
C -1.076 -1.200 -0.654 1.274 -0.759 1.438 -0.443
H -1.772 0.665 -1.338 -1.220 1.850 -1.494 0.220
H -0.742 1.971 0.512 0.271 -0.715 -0.340 0.228
H -0.430 0.598 2.390 -0.301 0.376 1.178 0.227
H 1.211 0.654 1.679 -1.362 0.318 -0.324 0.222
H -0.609 -1.730 1.855 -0.208 -0.142 0.768 0.195
H 1.129 -1.575 1.869 2.068 -0.772 1.717 0.207
H 0.534 -2.714 -0.018 -0.217 1.330 -0.422 0.216
H 1.063 -0.918 -0.504 -0.858 -1.968 0.927 0.177
H -1.166 -1.655 -1.619 -0.038 -0.056 -0.673 0.214
H -1.936 -1.499 -0.045 0.047 -0.610 -0.091 0.207
H 1.909 3.614 -2.563 -1.291 -1.111 0.779 0.298
N 0.929 3.552 -2.106 2.130 3.182 -1.717 -0.364
N 0.586 2.599 -1.491 -1.996 -0.866 0.706 0.120
O 1.363 1.510 -1.442 1.122 -1.098 -0.368 -0.599
H 0.705 0.843 -1.096 0.727 0.631 -0.109 0.503
```
Forces are in eV/Å.